Entry 1:
This record from OMol25 describes a molecular structure, C57H52CrN4O4SSb in a non-equilibrium geometry. The level of theory is ωB97M-V/def2-TZVPD.

```
120
Properties=species:S:1:pos:R:3:forces:R:3
Cr 0.232770 -0.035404 -0.314556 1.00 -0.02 0.29
C 3.588473 0.269990 -2.904625 -0.02 -0.16 0.07
C 2.290789 0.029583 -2.195073 0.15 -0.06 0.20
N 2.207924 -0.110542 -0.724182 0.19 0.16 -0.27
N 1.716982 0.915787 1.410515 -0.08 -0.25 -0.26
C 1.819997 0.587464 2.755568 -0.07 0.00 0.11
N 2.818037 -0.162946 3.221344 -0.10 -0.08 0.10
S 0.622479 1.156411 3.781807 0.02 0.01 -0.17
C 1.129881 -0.152828 -2.884527 -0.26 -0.10 0.27
C 1.043867 -0.137876 -4.322775 -0.04 -0.02 -0.17
C -0.126024 -0.422317 -4.945179 0.04 -0.01 0.02
C -1.290766 -0.739816 -4.194664 -0.06 0.02 -0.13
C -1.192161 -0.691922 -2.840929 0.17 0.00 0.15
N -0.051766 -0.377794 -2.183661 -0.15 -0.13 -0.66
H 4.277517 0.829375 -2.286726 0.14 0.06 0.07
H 3.418079 0.887306 -3.789725 0.03 0.00 0.08
H 4.083379 -0.655880 -3.239673 0.00 0.08 0.03
H 3.283091 -0.798431 2.588408 0.04 0.04 -0.03
H 2.676579 -0.479724 4.165147 0.01 0.01 0.09
H 1.929002 0.094060 -4.898166 -0.07 -0.03 0.01
H -0.167636 -0.414663 -6.028361 -0.01 0.00 0.03
H -2.227920 -0.998467 -4.666349 0.05 0.00 0.00
H -2.051492 -0.914955 -2.219353 0.04 -0.02 0.02
C 5.706258 -0.302878 -0.440908 -0.14 0.06 -0.02
C 4.671494 0.075280 0.613952 0.10 -0.03 -0.05
C 5.419497 0.429207 1.887701 0.00 0.04 0.06
O 3.767710 -0.985046 0.868626 -0.14 -0.04 -0.13
C 2.878705 -1.341181 -0.184510 -0.25 -0.06 0.11
C 2.533693 1.083252 0.136095 0.16 0.13 0.00
O 3.904850 1.242566 0.237107 -0.13 0.01 0.06
C 1.789505 2.341869 -0.470918 -0.01 0.06 -0.04
O 0.454535 1.898133 -0.571690 0.29 0.01 -0.13
C 1.861595 3.583277 0.465824 0.00 -0.20 0.04
C 2.716948 3.746653 1.553449 -0.04 0.04 -0.14
C 2.718607 4.933044 2.281590 0.00 -0.01 -0.02
C 1.873438 5.973252 1.930369 0.03 -0.04 0.06
C 1.014401 5.814820 0.850517 -0.08 0.01 -0.03
C 1.006740 4.630851 0.132362 -0.13 -0.01 -0.01
C 2.348557 2.854980 -1.813535 -0.04 0.01 0.10
C 3.636620 3.383112 -1.907144 -0.13 -0.07 0.04
C 4.083588 3.946845 -3.094718 0.04 -0.02 0.05
C 3.244665 4.012090 -4.198199 -0.03 -0.02 0.01
C 1.950409 3.514738 -4.100931 -0.02 -0.03 0.03
C 1.503577 2.948523 -2.913367 0.01 0.01 -0.02
C 1.778624 -2.393450 0.322993 -0.07 0.09 -0.15
O 0.523403 -1.762267 0.369248 0.18 -0.24 0.17
C 2.159874 -2.930419 1.709451 0.03 0.00 -0.10
C 1.301807 -2.762254 2.782157 -0.04 -0.05 0.10
C 1.623757 -3.265265 4.040713 0.04 0.00 -0.04
C 2.822556 -3.933225 4.237428 -0.02 0.04 0.00
C 3.692438 -4.105884 3.163687 0.02 -0.03 -0.04
C 3.357830 -3.617792 1.910549 0.00 0.01 -0.04
C 1.684438 -3.583436 -0.671297 -0.06 0.16 -0.01
C 1.799349 -3.377193 -2.045186 0.04 -0.03 0.01
C 1.622933 -4.418586 -2.946693 0.01 0.02 0.00
C 1.319451 -5.693728 -2.492322 0.01 0.02 0.02
C 1.177988 -5.909335 -1.129674 0.01 0.05 0.04
C 1.356614 -4.864759 -0.230202 -0.06 0.05 0.02
H 6.467871 -0.915383 0.043747 -0.02 0.03 -0.03
H 6.173946 0.601226 -0.831583 0.00 -0.04 0.01
H 5.292233 -0.868900 -1.266306 -0.04 0.02 -0.10
H 5.831366 -0.473946 2.344390 -0.01 0.06 -0.04
H 4.783862 0.940419 2.602884 0.02 -0.03 -0.01
H 6.238439 1.093482 1.611027 0.02 -0.03 0.04
H 3.446072 -1.781577 -0.996454 0.11 0.01 -0.13
H 0.986097 1.615586 1.371418 -0.09 0.22 0.04
H 3.402107 2.965225 1.844785 0.02 -0.09 -0.01
H 3.389104 5.036099 3.127850 -0.05 -0.01 -0.05
H 1.877150 6.896384 2.499315 0.01 -0.05 -0.05
H 0.345758 6.619781 0.564667 0.02 -0.06 0.02
H 0.326965 4.502555 -0.703257 0.02 0.03 0.04
H 4.285754 3.360992 -1.040088 0.00 0.02 -0.03
H 5.089351 4.349066 -3.151370 -0.06 -0.02 0.00
H 3.593769 4.458600 -5.121433 -0.02 -0.01 0.02
H 1.280424 3.569248 -4.952449 0.04 0.00 0.05
H 0.495621 2.560500 -2.826592 0.05 0.03 -0.01
H 0.385409 -2.213783 2.634285 -0.02 0.04 0.00
H 0.936619 -3.117406 4.866520 0.02 0.00 -0.03
H 3.083531 -4.318239 5.216542 -0.02 0.01 -0.05
H 4.627998 -4.636040 3.304493 -0.05 0.04 -0.02
H 4.032686 -3.776793 1.074765 -0.03 0.01 0.05
H 2.018990 -2.388874 -2.430450 0.00 -0.01 -0.01
H 1.718214 -4.226242 -4.009650 0.00 0.00 0.06
H 1.191438 -6.510004 -3.193098 -0.01 0.03 0.02
H 0.923988 -6.895640 -0.758756 0.02 0.04 -0.01
H 1.220235 -5.054031 0.826808 0.04 0.00 0.00
C -6.834597 -0.545932 -1.080369 0.06 -0.01 0.06
C -6.469999 -0.879822 0.217470 -0.01 0.00 -0.04
C -5.170803 -0.662266 0.660760 0.00 0.06 -0.05
C -4.227466 -0.098837 -0.194260 0.26 -0.12 -0.28
C -4.591567 0.207809 -1.506309 0.03 -0.04 0.06
C -5.890865 -0.006440 -1.944194 -0.04 -0.02 -0.02
Sb -2.251158 0.359776 0.504727 -1.15 0.51 0.81
C -2.546795 2.466221 0.659741 0.08 -0.05 -0.03
C -2.989069 3.146035 -0.473608 -0.08 0.01 0.11
C -3.198528 4.517878 -0.431290 0.01 -0.03 0.00
C -2.964158 5.218372 0.744905 0.04 0.02 -0.04
C -2.488033 4.550771 1.863569 0.09 0.04 0.00
C -2.262306 3.180476 1.819616 -0.01 -0.01 -0.07
C -2.562991 -0.336747 2.486490 0.04 0.00 -0.16
C -2.126776 -1.631241 2.752224 0.00 -0.02 0.02
C -2.322012 -2.191548 4.008544 -0.01 0.04 0.03
C -2.955758 -1.456103 5.000860 0.01 0.00 -0.05
C -3.413657 -0.171852 4.729280 -0.01 0.00 0.05
C -3.226649 0.386648 3.472712 0.02 -0.07 -0.01
H -7.849434 -0.712057 -1.419936 0.03 0.00 0.01
H -7.198336 -1.314421 0.892429 0.03 0.02 -0.03
H -4.903171 -0.928460 1.675678 -0.01 0.02 -0.02
H -3.862998 0.610006 -2.202092 -0.03 0.01 0.01
H -6.165005 0.244356 -2.962542 0.02 -0.01 0.05
H -3.185407 2.610113 -1.395430 0.01 0.05 0.01
H -3.545654 5.038390 -1.316488 0.01 -0.02 0.04
H -3.135436 6.288093 0.781129 0.01 -0.05 0.01
H -2.269345 5.098736 2.772608 -0.01 -0.02 -0.03
H -1.851560 2.681171 2.687626 0.04 -0.01 0.01
H -1.630246 -2.205382 1.976006 0.02 0.01 0.02
H -1.975234 -3.198664 4.210887 -0.01 0.04 -0.01
H -3.098461 -1.884905 5.985434 0.00 0.02 -0.03
H -3.921758 0.397363 5.499779 0.03 -0.03 -0.04
H -3.603801 1.379353 3.264350 -0.01 0.01 0.02
```
Forces are in eV/Å.

* M: 1062.89 g mol⁻¹
* multiplicity: 4
* HOMO-LUMO gap (alpha / beta): 6.88 / 6.79 eV
* HOMO (alpha / beta): -6.5 / -6.5 eV

Atom charges from the Mulliken analysis, given in e for atoms 1 to 2:
1. Cr -0.96
2. C -2.11


Entry 2:
This record from OMol25 describes 4 unconnected molecules or ions with the total composition C44H77F3N3O18P3 in a non-equilibrium geometry. The level of theory is ωB97M-V/def2-TZVPD.

```
148
Properties=species:S:1:pos:R:3:forces:R:3
C 11.577540 -1.988553 0.070217 -0.88 0.31 0.08
C 10.137709 -1.502559 -0.243733 1.39 -0.41 0.45
O 10.251467 -0.316110 -1.007408 -0.55 -0.10 -0.39
C 9.058165 0.444136 -1.093975 -0.67 0.48 0.03
C 7.765156 -0.374341 -1.073901 -0.38 0.03 0.29
O 6.612516 0.360679 -1.526512 0.25 -0.11 0.55
C 5.525326 -0.135533 -0.763748 -0.60 -0.64 -0.57
C 4.116920 0.101564 -1.360464 0.56 0.54 1.07
O 4.068894 0.133242 -2.764990 -0.10 0.08 -0.15
C 2.995959 0.960464 -3.217077 -0.04 -0.45 0.48
C 1.684429 0.486177 -2.575230 0.73 0.64 -0.94
N 1.192997 1.251363 -1.637243 -0.64 -1.25 -0.57
C 0.054620 0.735944 -1.079680 -0.19 0.92 1.07
C -0.563560 1.448625 -0.009035 0.12 0.43 0.05
C -0.009374 2.768809 0.522090 -0.80 -0.89 0.89
F 1.315261 2.852584 0.527948 0.00 0.34 -0.33
F -0.385465 2.871542 1.831940 0.16 0.22 -0.06
F -0.567724 3.830311 -0.076384 0.59 0.08 -0.35
C -1.704243 0.991406 0.586483 -0.49 -0.55 -0.17
C -2.314184 -0.239932 0.198056 0.68 -0.16 -0.37
C -3.556587 -0.737044 0.896727 0.12 0.54 0.45
C -3.331940 -1.107045 2.369896 -1.21 0.43 0.00
O -2.816280 0.003094 3.099126 0.58 -1.05 0.03
C -1.724522 -0.451251 3.913751 0.40 1.19 -0.49
C -1.026678 0.773667 4.523339 -0.37 -0.95 0.15
C -1.704818 -0.950544 -0.813193 -0.42 -0.29 -0.27
C -2.254737 -2.272191 -1.262294 0.18 -0.39 -0.02
C -2.185351 -3.354883 -0.391534 0.49 -0.17 1.17
C -2.626242 -4.630241 -0.714498 -0.35 0.63 -1.10
C -3.166553 -4.758139 -1.998662 0.38 0.01 1.01
C -3.210569 -3.617197 -2.785645 -0.56 -0.50 -1.17
N -2.768858 -2.402887 -2.486061 -0.02 0.03 0.52
C -0.532655 -0.469262 -1.470101 -0.40 -0.39 -0.15
N -0.013066 -1.221916 -2.486875 0.44 0.58 0.28
C 1.078903 -0.748678 -3.024973 0.33 -0.22 0.09
C 1.704308 -1.580947 -4.143514 -1.04 0.34 0.35
O 2.708944 -2.474463 -3.690871 0.09 0.37 -0.10
O 1.990920 -3.575099 -3.139102 0.14 -0.29 0.11
H 11.839146 -1.671818 1.081416 0.26 -0.07 -0.14
H 12.261986 -1.534328 -0.646386 0.04 -0.23 0.02
H 11.590411 -3.078739 0.013263 0.31 0.11 0.02
H 9.644343 -2.316292 -0.786261 -0.35 0.35 -0.01
H 9.652130 -1.316577 0.723405 -0.31 -0.01 -0.27
H 9.019828 1.138505 -0.239314 -0.02 -0.04 -0.12
H 9.051596 1.059736 -1.998063 0.39 -0.21 -0.02
H 7.565252 -0.624644 -0.025224 0.23 -0.32 -0.14
H 7.801669 -1.300116 -1.658966 0.30 0.08 0.03
H 5.614742 -1.225798 -0.639638 0.23 0.12 -0.16
H 5.548219 0.285785 0.253057 -0.09 0.03 -0.13
H 3.491538 -0.704442 -0.941343 -0.02 0.05 -0.22
H 3.724905 1.023239 -0.906431 0.00 0.08 -0.44
H 2.959001 0.884608 -4.304410 0.11 -0.04 0.09
H 3.209718 1.999988 -2.945761 -0.31 -0.06 0.08
H -2.200965 1.537901 1.376294 0.25 0.10 -0.03
H -4.292955 0.077428 0.893550 0.03 -0.10 -0.05
H -4.009887 -1.593446 0.398282 0.08 0.11 -0.10
H -4.324942 -1.323464 2.795122 0.14 -0.22 -0.08
H -2.731575 -2.013728 2.492898 0.20 0.22 -0.11
H -0.995648 -0.931390 3.244686 -0.20 -0.29 0.19
H -2.099087 -1.151487 4.668781 0.20 -0.02 -0.05
H 0.020816 0.500959 4.675899 -0.07 0.25 0.19
H -1.495387 1.004089 5.481803 0.17 0.35 -0.12
H -1.079478 1.609120 3.826929 -0.01 -0.01 0.13
H -1.744433 -3.191675 0.590501 -0.05 0.04 -0.12
H -2.575082 -5.460086 -0.021545 0.09 0.08 -0.01
H -3.532009 -5.714788 -2.351454 -0.05 0.18 -0.14
H -3.661527 -3.728062 -3.772730 0.14 0.18 0.08
H 2.082687 -0.891501 -4.898200 0.48 -0.47 -0.07
H 0.896337 -2.193734 -4.552832 0.08 0.22 -0.18
H 2.012745 -3.388599 -2.189363 0.01 0.03 -0.02
C -8.367643 -1.666557 6.041163 0.02 0.06 -0.15
C -9.100877 -0.493734 6.666991 -0.07 -0.29 0.10
O -8.440390 0.743147 6.395868 -0.08 -0.35 -0.91
P -8.631918 1.448226 4.942415 2.28 3.63 5.18
O -10.054294 1.876224 4.906702 -0.08 -2.07 -2.58
O -7.900513 2.890892 5.240435 0.04 -0.41 -0.64
C -8.511686 4.125058 4.860089 -0.10 0.26 0.24
C -9.077886 4.820995 6.078850 0.01 0.03 0.16
O -7.248911 0.837111 4.336784 -2.00 -0.74 -1.29
C -6.510704 1.551828 3.324076 0.29 0.02 -0.37
C -5.213054 2.042425 3.919934 0.03 0.08 0.42
H -8.416426 -1.620001 4.950734 -0.03 -0.05 0.01
H -8.806138 -2.611771 6.364257 -0.02 0.02 0.00
H -7.313382 -1.650365 6.317773 -0.02 0.00 0.07
H -10.138229 -0.450189 6.322970 0.02 0.06 0.01
H -9.116143 -0.605613 7.751047 0.03 0.15 0.00
H -9.279249 3.971860 4.102072 -0.06 -0.12 0.09
H -7.731204 4.744711 4.409470 0.09 -0.11 0.03
H -9.797729 4.187126 6.596170 -0.07 -0.04 -0.14
H -9.567848 5.755560 5.799828 0.01 -0.01 -0.01
H -8.279955 5.047799 6.787973 0.02 0.03 -0.04
H -7.096613 2.371527 2.906751 -0.05 0.01 0.10
H -6.302688 0.849052 2.513601 -0.14 -0.06 0.05
H -5.391981 2.729330 4.746123 -0.16 0.07 -0.10
H -4.608677 2.553019 3.168375 -0.01 -0.09 -0.07
H -4.640074 1.208139 4.321972 0.05 -0.04 -0.18
C 9.346408 -8.548059 -0.541947 -0.14 -0.05 -0.06
C 9.142911 -7.045928 -0.620987 0.17 -0.12 0.24
O 8.681960 -6.645377 -1.912110 -0.66 -0.68 0.22
P 7.112655 -6.838974 -2.295866 3.82 4.23 -3.63
O 6.383945 -5.878357 -1.425862 -1.39 -2.79 1.12
O 7.077955 -6.025650 -3.723569 -0.32 -0.59 0.19
C 6.048700 -5.076313 -4.010648 -0.10 0.47 -0.01
C 6.569423 -3.658057 -3.889982 0.20 0.03 -0.04
O 7.357993 -8.250492 -3.070382 -1.55 -0.23 1.95
C 6.504267 -8.645680 -4.164043 -0.21 -0.35 -0.23
C 7.303378 -8.604577 -5.445330 0.29 0.16 -0.04
H 8.392179 -9.075125 -0.613171 0.02 -0.01 0.05
H 9.821023 -8.823472 0.400875 -0.01 0.03 0.00
H 9.968104 -8.894036 -1.367489 0.05 0.04 0.03
H 8.447333 -6.702586 0.150465 -0.01 0.04 -0.05
H 10.093553 -6.537142 -0.459907 -0.05 0.09 -0.12
H 5.183015 -5.224610 -3.365892 0.07 -0.02 0.09
H 5.723913 -5.258434 -5.038757 0.08 -0.10 0.00
H 6.979455 -3.469382 -2.897014 -0.09 -0.10 0.06
H 5.782071 -2.926593 -4.080419 -0.05 -0.07 -0.02
H 7.373388 -3.501706 -4.611781 -0.02 0.05 0.00
H 5.616525 -8.015896 -4.225238 0.07 0.09 0.03
H 6.172115 -9.666542 -3.967848 0.02 0.05 0.15
H 7.665461 -7.598589 -5.650391 -0.12 0.05 0.05
H 6.697564 -8.937157 -6.288989 -0.04 -0.06 0.06
H 8.181760 -9.246750 -5.365490 -0.09 -0.10 0.00
C -3.649835 3.904249 -0.227192 -0.03 0.14 -0.10
C -5.043852 4.342600 -0.637391 0.07 -0.33 0.09
O -5.204444 5.755977 -0.511818 0.76 -0.03 -0.54
P -4.595585 6.731203 -1.661866 -4.64 2.34 4.22
O -5.418029 6.463153 -2.869819 2.92 -0.90 -1.23
O -5.248469 8.162982 -1.178086 0.70 -0.10 -0.27
C -5.884742 9.039026 -2.109211 -0.36 0.08 0.02
C -7.387761 8.965463 -1.947699 -0.13 -0.01 0.10
O -3.227346 7.039115 -0.836334 0.41 -1.07 -2.20
C -2.534977 8.293959 -0.998581 0.42 0.22 -0.01
C -2.658992 9.087628 0.280760 -0.23 -0.06 0.24
H -2.902018 4.278812 -0.927610 0.01 -0.07 0.00
H -3.581260 2.815730 -0.202246 -0.03 0.00 -0.06
H -3.395361 4.300162 0.756882 -0.04 -0.03 0.02
H -5.270418 4.026053 -1.659676 -0.03 0.05 0.01
H -5.784036 3.886602 0.021578 -0.07 0.15 -0.01
H -5.587468 8.814933 -3.133321 -0.03 -0.15 0.03
H -5.538033 10.052234 -1.885926 0.07 -0.06 0.10
H -7.749167 7.946143 -2.081112 0.09 -0.02 -0.13
H -7.888352 9.614058 -2.668943 0.02 0.00 0.00
H -7.674679 9.280344 -0.942967 0.03 0.05 -0.02
H -2.914849 8.851813 -1.854830 -0.11 -0.04 0.03
H -1.485565 8.066125 -1.192154 -0.07 -0.13 -0.06
H -3.700897 9.307583 0.507490 -0.02 0.02 -0.14
H -2.111063 10.027673 0.206567 0.06 -0.05 -0.05
H -2.266367 8.514625 1.122015 0.12 0.02 -0.06
```
Forces are in eV/Å.

* M: 1086.02 g mol⁻¹
* HOMO-LUMO gap: 8.75 eV
* SMILES string: CCOCCOCCOCc1nc2c(C(F)(F)F)cc(CCOCC)c(-c3ccccn3)c2nc1COO.CCOP(=O)(OCC)OCC.CCOP(=O)(OCC)OCC.CCOP(=O)(OCC)OCC
* HOMO: -9.4 eV

Atom charges from the Mulliken analysis, given in e for atoms 1 to 2:
1. C -1.10
2. C 0.13


- Number 2 is which compound?
  C44H77F3N3O18P3